Below is 11 unconnected molecules or ions with the total composition C32H93N15O11 in a non-equilibrium geometry, with properties calculated with ωB97M-V/def2-TZVPD.

Calculated values
orbital gap = 9.296 eV
HOMO = -8.88 eV
SMILES string = COC[C@H](C)N.COC[C@H](C)N.COC[C@H](C)N.COC[C@H](C)N.COC[C@H](C)N.COC[C@H](C)N.COC[C@H](C)N.NC(N)=O.NC(N)=O.NC(N)=O.NC(N)=O
multiplicity = 1
energy relative to the best compared isomer or geometry (same formula, charge and spin) = 4.457 eV
E_LUMO = 0.01517 Eh

Each line ends with the Löwdin charge.
Positions of all 151 atoms, in Å:
1 C -2.3389 16.6209 -6.3573  -0.110
2 O -2.0490 15.7192 -5.3180  -0.181
3 C -3.2370 15.3637 -4.6456  -0.199
4 C -2.8658 14.5127 -3.4330  -0.420
5 C -2.0433 13.2838 -3.7659  -0.038
6 N -4.0094 14.2022 -2.6479  0.025
7 H -1.4700 17.2784 -6.3294  0.087
8 H -3.2217 17.2304 -6.1642  0.086
9 H -2.3198 16.1237 -7.3271  0.084
10 H -3.6565 16.3286 -4.3607  0.120
11 H -4.0089 14.8365 -5.2063  0.111
12 H -2.2041 15.0041 -2.7197  0.136
13 H -1.2618 13.4263 -4.5122  0.083
14 H -2.7461 12.6144 -4.2620  0.062
15 H -1.5445 12.8301 -2.9094  0.068
16 H -3.7770 13.5885 -1.8801  0.018
17 H -4.6160 14.8908 -2.2260  0.098
18 C 2.9369 12.8047 -6.1551  -0.078
19 O 1.9539 13.4344 -7.0081  -0.219
20 C 2.4053 14.5958 -7.7237  -0.157
21 C 1.1461 15.4333 -8.2982  -0.417
22 C 0.4441 14.7208 -9.4001  -0.080
23 N 1.6166 16.7683 -8.7134  0.037
24 H 3.6711 12.2206 -6.7101  0.082
25 H 2.4583 12.1313 -5.4440  0.065
26 H 3.3244 13.5195 -5.4292  0.089
27 H 3.0581 15.2724 -7.1720  0.111
28 H 2.9063 14.2799 -8.6387  0.112
29 H 0.3844 15.5195 -7.5232  0.122
30 H -0.3391 15.3589 -9.8093  0.078
31 H -0.1244 13.8420 -9.0959  0.071
32 H 1.1268 14.5962 -10.2406  0.082
33 H 2.1122 17.2838 -8.0002  0.065
34 H 2.2611 16.6844 -9.4865  0.066
35 C -1.1978 7.4730 0.3047  -0.058
36 O -0.4130 8.2357 1.3104  -0.214
37 C -0.5786 9.7021 1.2519  -0.159
38 C 0.1992 10.3149 2.4791  -0.424
39 C 0.0892 11.8029 2.5192  -0.064
40 N 1.6453 9.9915 2.3182  0.039
41 H -1.0476 6.4117 0.5032  0.073
42 H -0.7359 7.6214 -0.6714  0.071
43 H -2.2732 7.5965 0.4320  0.075
44 H -0.2066 9.9503 0.2579  0.101
45 H -1.5872 10.0991 1.3672  0.102
46 H -0.2128 9.7520 3.3167  0.138
47 H 0.6369 12.2652 1.6980  0.081
48 H 0.5287 12.1097 3.4683  0.080
49 H -0.9608 12.0637 2.6520  0.069
50 H 1.6113 8.9886 2.2029  0.070
51 H 1.9146 10.1265 3.2822  0.076
52 C 2.9421 9.1977 -4.4783  -0.090
53 O 2.3591 10.0804 -3.5655  -0.273
54 C 3.1770 10.5186 -2.5381  -0.173
55 C 2.1804 10.9688 -1.4122  -0.415
56 C 1.3028 12.0893 -1.9498  -0.061
57 N 2.8869 11.3752 -0.1984  0.060
58 H 2.2488 8.6214 -5.0909  0.090
59 H 3.6264 8.5070 -3.9856  0.092
60 H 3.5659 9.8640 -5.0742  0.080
61 H 3.7914 9.6953 -2.1737  0.122
62 H 3.8014 11.2802 -3.0052  0.134
63 H 1.4210 10.2110 -1.2194  0.120
64 H 0.8280 11.9218 -2.9165  0.049
65 H 2.0133 12.8613 -2.2455  0.078
66 H 0.6152 12.4203 -1.1715  0.075
67 H 2.3878 11.0789 0.6282  0.014
68 H 3.6556 10.7293 -0.3081  0.056
69 C 3.4129 9.4791 -8.5901  -0.102
70 O 2.2703 9.4626 -9.4509  -0.178
71 C 1.2612 10.4382 -9.0064  -0.127
72 C 0.4189 10.0742 -7.7861  -0.510
73 C -0.4024 8.8607 -7.9346  -0.037
74 N -0.4121 11.1329 -7.4400  0.066
75 H 3.1704 9.3271 -7.5384  0.063
76 H 3.9490 10.4089 -8.7801  0.083
77 H 4.0988 8.6702 -8.8419  0.087
78 H 1.8090 11.3510 -8.7720  0.108
79 H 0.5502 10.6511 -9.8047  0.107
80 H 1.0572 9.9271 -6.9150  0.109
81 H -1.1615 8.9461 -8.7121  0.077
82 H -0.9440 8.6231 -7.0190  0.071
83 H 0.2932 8.0421 -8.1191  0.089
84 H -1.0315 11.3104 -8.2178  0.070
85 H 0.1432 11.9580 -7.2642  0.074
86 C -3.2001 11.2640 -1.0967  -0.089
87 O -3.7011 12.5341 -0.6921  -0.244
88 C -3.8931 12.5971 0.7499  -0.160
89 C -5.0148 13.6244 0.9470  -0.426
90 C -5.4178 13.7574 2.4080  -0.070
91 N -6.2118 13.1887 0.1936  0.059
92 H -2.1424 11.1932 -0.8430  0.078
93 H -3.1913 11.1861 -2.1839  0.065
94 H -3.6772 10.3784 -0.6772  0.082
95 H -4.2176 11.6749 1.2319  0.123
96 H -2.9551 12.8496 1.2444  0.118
97 H -4.6476 14.5597 0.5246  0.136
98 H -6.1030 14.6048 2.4322  0.075
99 H -4.6905 14.0130 3.1785  0.077
100 H -6.0428 12.9361 2.7587  0.078
101 H -6.0318 13.2124 -0.8000  0.054
102 H -6.2104 12.2002 0.4006  0.067
103 C -1.5929 11.0656 -11.3767  -0.094
104 O -2.2609 10.9550 -10.1182  -0.231
105 C -3.4967 11.6271 -9.9634  -0.195
106 C -4.1688 11.4650 -8.5738  -0.404
107 C -4.3428 9.8980 -8.1649  -0.009
108 N -5.4676 12.1250 -8.5094  0.046
109 H -2.2878 11.0222 -12.2154  0.084
110 H -0.8992 10.2341 -11.5011  0.086
111 H -1.0881 12.0209 -11.5207  0.083
112 H -3.3015 12.6917 -10.0924  0.118
113 H -4.1891 11.3206 -10.7475  0.123
114 H -3.5374 11.9270 -7.8148  0.113
115 H -4.9423 9.5354 -9.0000  0.074
116 H -4.7810 9.7539 -7.1774  0.065
117 H -3.3476 9.4664 -8.2725  0.039
118 H -5.2506 13.1022 -8.3748  0.064
119 H -5.8008 11.8752 -7.5892  0.023
120 N -6.2911 13.7721 -4.7794  0.158
121 C -6.1552 12.4416 -4.9526  -0.723
122 N -5.3871 11.8874 -4.0400  0.190
123 O -6.8428 11.8018 -5.7339  0.007
124 H -5.5827 14.1409 -4.1611  0.040
125 H -6.8885 14.4109 -5.2845  0.114
126 H -4.9289 12.4116 -3.3083  0.057
127 H -5.3211 10.8797 -4.0560  0.082
128 N -2.2404 10.0348 -4.8813  0.197
129 C -1.2617 9.8507 -4.0485  -0.758
130 N -0.1284 10.2477 -4.6071  0.201
131 O -1.4269 9.3433 -2.9756  0.015
132 H -3.1549 9.7199 -4.5904  0.055
133 H -1.9818 10.2087 -5.8420  0.079
134 H -0.0212 10.4832 -5.5834  0.052
135 H 0.6644 10.2368 -3.9814  0.056
136 N -0.6867 4.2243 -3.8652  0.148
137 C -0.9890 5.1556 -2.9484  -0.727
138 N -1.1906 6.3539 -3.4303  0.188
139 O -0.9597 4.8922 -1.7361  -0.008
140 H -0.4886 4.6348 -4.7665  0.096
141 H -0.4528 3.2934 -3.5508  0.115
142 H -1.0631 6.4519 -4.4274  0.108
143 H -1.4936 7.1282 -2.8570  0.071
144 N -4.1087 8.1307 -2.0914  0.196
145 C -4.8628 8.1918 -3.1120  -0.749
146 N -6.0281 7.6584 -2.7863  0.162
147 O -4.6379 8.7743 -4.1591  0.018
148 H -4.5062 7.5908 -1.3360  0.122
149 H -3.2365 8.6382 -2.0481  0.075
150 H -6.3574 7.4548 -1.8534  0.114
151 H -6.6399 7.6490 -3.5899  0.121